No. 1
The following is a quantum chemistry calculation of a gas-phase ion, C6H12NS (charge +1) at a distorted geometry, from the OMol25 dataset.

Computed properties:
electronic energy	-688.4085	a.u.
frontier orbital gap	9.421	eV
net charge	+1
energy relative to the best compared isomer or geometry (same formula, charge and spin)	260.92	kJ/mol
molar mass	130.236	g mol⁻¹
HOMO	-0.5006	hartree
lowest unoccupied orbital energy	-4.200	eV

```
20
Properties=species:S:1:pos:R:3:forces:R:3
C 0.6916 -0.2106 1.7055 -1.911 -1.940 -1.105
C -0.6269 -0.8351 1.2085 3.093 0.092 -2.105
C 0.9956 0.7642 0.6410 0.514 1.782 0.781
C -1.2642 -2.0031 -1.1153 -2.491 -0.615 -2.935
C -0.4696 -1.3171 -0.2006 3.757 0.800 1.307
C -0.0189 1.3603 -1.4389 -1.444 -4.568 -4.517
N 0.6604 0.2851 -0.7443 -0.691 -0.925 2.708
S 0.3297 -2.8065 -0.7886 -0.091 0.909 0.302
H 0.5231 0.2280 2.6637 0.259 0.322 0.615
H 1.4245 -0.9942 1.7180 0.521 -0.374 0.451
H -0.8807 -1.6580 1.7504 -1.317 -2.103 1.783
H -1.3116 -0.0971 1.0750 -2.653 2.080 0.617
H 0.5362 1.7401 0.9504 -0.125 -0.830 -1.082
H 2.0390 0.9502 0.7873 0.942 0.351 -0.851
H -2.1272 -2.5926 -0.7786 0.230 0.465 0.336
H -1.5229 -1.5957 -2.1289 0.764 -0.300 0.858
H -1.0751 1.1856 -1.3514 -0.539 0.552 0.432
H 0.3389 2.2080 -1.1189 1.334 4.816 1.741
H 0.1629 1.3163 -2.5555 -0.005 -0.143 1.195
H 1.5389 -0.0089 -1.1490 -0.145 -0.371 -0.531
```
Positions in Å, forces in eV/Å.

No. 2
The following is a quantum chemistry calculation of 2 unconnected molecules or ions with the total composition C6H12O at a distorted geometry, from the OMol25 dataset.

Computed properties:
electronic energy	-310.8681	a.u.
frontier orbital gap (spin up / spin down)	3.854 / 5.549	eV
net charge	-1
energy relative to the best compared isomer or geometry (same formula, charge and spin)	355.61	kJ/mol
<S²>	0.79
molar mass	100.161	g mol⁻¹
HOMO (spin up / spin down)	-0.0098 / -0.0724	hartree
spin multiplicity	2
lowest unoccupied orbital energy (spin up / spin down)	3.587 / 3.579	eV

```
19
Properties=species:S:1:pos:R:3:forces:R:3
C -0.8283 -1.3050 2.8856 -0.309 0.342 1.417
C 0.0961 -0.6896 1.8981 0.953 0.610 -0.143
C -0.3145 0.4584 1.1489 -0.128 -0.203 -0.315
C -0.3201 0.3857 -0.2984 0.492 -0.254 0.453
C 0.8557 0.0139 -0.9868 -0.080 -0.066 1.725
C 2.1619 0.5274 -0.3792 0.291 -0.554 -0.992
H -1.8373 -0.8905 2.7597 0.049 -0.215 -0.125
H -0.6209 -1.1518 3.9691 0.229 0.251 -0.095
H -0.8995 -2.4032 2.8601 0.027 0.048 -0.551
H 1.0626 -1.1645 1.7356 -0.262 -0.334 -0.360
H -0.7673 1.2649 1.7314 -1.120 -0.306 -0.259
H -1.2824 0.1671 -0.7789 0.008 0.580 -0.031
H 0.8894 -1.0832 -1.0991 0.001 0.162 -1.422
H 2.6862 -0.2569 0.1789 0.186 0.108 0.214
H 2.8259 0.8401 -1.2014 0.188 -0.247 0.054
H 2.0756 1.4130 0.2337 -0.424 0.135 0.403
H -0.6069 0.7848 -3.8206 0.050 0.124 0.212
H -2.1213 1.1399 -3.9544 0.322 0.030 -0.032
O -1.4867 0.5841 -3.4894 -0.472 -0.211 -0.151
```
Positions in Å, forces in eV/Å.

No. 3
The following is a quantum chemistry calculation of a molecular structure, C6H12O, from the OMol25 dataset.

Computed properties:
electronic energy	-310.9105	a.u.
frontier orbital gap	9.038	eV
net charge	0
energy relative to the best compared isomer or geometry (same formula, charge and spin)	390.58	kJ/mol
molar mass	100.161	g mol⁻¹
HOMO	-0.2984	hartree
lowest unoccupied orbital energy	0.917	eV

```
19
Properties=species:S:1:pos:R:3:forces:R:3
C -0.6973 0.0408 -2.2130 0.029 -0.009 0.007
C -0.8014 0.0211 -0.6945 0.240 0.178 -0.092
O -2.0093 -0.6651 -0.3833 0.009 0.039 0.320
C 0.3885 -0.6826 -0.0433 -0.224 -0.108 0.096
C 1.6986 0.1201 -0.0066 0.300 0.054 0.188
C 0.6089 -0.7411 1.4331 -0.590 -0.073 -0.088
C -0.0153 0.3918 2.2166 0.143 0.053 -0.059
H 0.1675 0.6314 -2.5375 -0.141 -0.102 0.064
H -1.6034 0.4790 -2.6453 0.171 -0.064 0.092
H -0.5925 -0.9798 -2.6006 -0.017 0.165 0.088
H -0.8499 1.0638 -0.3356 -0.058 -0.209 -0.050
H -2.0626 -0.7407 0.5794 -0.083 -0.031 -0.243
H 0.5402 -1.6595 -0.5212 -0.021 0.217 0.105
H 1.5679 1.2030 -0.0257 -0.097 -0.183 -0.012
H 2.4347 -0.2231 -0.7240 0.000 -0.066 -0.119
H 2.1617 -0.1942 0.9812 0.144 0.432 -0.060
H -0.3411 1.3065 1.6939 0.098 -0.211 0.022
H 0.5967 0.6741 3.0807 -0.106 -0.097 -0.157
H -0.9183 -0.0766 2.6496 0.203 0.014 -0.102
```
Positions in Å, forces in eV/Å.

No. 4
The following is a quantum chemistry calculation of 2 unconnected molecules or ions with the total composition C6H12O at a distorted geometry, from the OMol25 dataset.

Computed properties:
electronic energy	-310.9906	a.u.
frontier orbital gap	10.000	eV
net charge	0
energy relative to the best compared isomer or geometry (same formula, charge and spin)	180.28	kJ/mol
molar mass	100.161	g mol⁻¹
HOMO	-0.3338	hartree
lowest unoccupied orbital energy	0.918	eV

```
19
Properties=species:S:1:pos:R:3:forces:R:3
C 0.5987 -0.1020 -3.0429 0.393 -0.648 0.897
C 0.9828 0.3480 -1.8514 -0.333 1.486 -1.270
C 0.3915 1.6482 -1.3447 0.093 0.000 1.717
C -0.6683 1.2726 -0.3102 -0.572 0.002 -0.550
C -1.9642 1.4206 -0.5723 0.200 0.367 0.102
C -0.1856 0.6272 0.9492 0.693 -0.526 0.547
H -0.1377 0.4275 -3.6288 -0.034 -0.049 -0.109
H 0.9567 -1.0715 -3.3584 0.006 0.034 -0.434
H 1.7615 -0.1152 -1.2680 -0.082 -0.330 0.159
H -0.0166 2.3242 -2.0824 -0.294 -0.368 -0.618
H 1.1262 2.2811 -0.8279 0.241 -0.341 -0.005
H -2.7335 1.0970 0.1169 0.018 -0.015 0.074
H -2.2941 1.9465 -1.4585 -0.036 -0.141 -0.135
H -0.4959 1.1518 1.8518 0.008 0.265 -0.078
H 0.9052 0.5650 0.9540 0.010 0.219 0.115
H -0.4947 -0.4079 1.1191 -0.313 0.043 -0.408
O 0.5378 -3.9101 4.5730 -0.454 0.717 0.837
H 0.8568 -4.4694 3.8711 0.618 -0.273 0.103
H 1.1620 -3.8257 5.3165 -0.165 -0.441 -0.943
```
Positions in Å, forces in eV/Å.

No. 5
The following is a quantum chemistry calculation of 2 unconnected molecules or ions with the total composition C6H12O, from the OMol25 dataset.

Computed properties:
electronic energy	-310.9656	a.u.
frontier orbital gap	10.468	eV
net charge	0
energy relative to the best compared isomer or geometry (same formula, charge and spin)	246.05	kJ/mol
molar mass	100.161	g mol⁻¹
HOMO	-0.3487	hartree
lowest unoccupied orbital energy	0.979	eV

```
19
Properties=species:S:1:pos:R:3:forces:R:3
C 0.5178 -2.0465 -1.0232 0.065 0.048 -0.024
C -0.5242 -1.2604 -0.2248 -0.044 -0.004 0.109
C -0.6042 0.2525 -0.4365 -0.068 -0.119 -0.180
C -1.5456 1.0610 0.3926 -0.351 -0.014 -0.094
C -0.8506 0.9958 1.7181 -0.039 -0.048 0.224
C -0.1034 1.3559 0.4815 0.102 0.079 -0.077
H 0.4073 -1.9020 -2.1051 0.007 0.067 0.184
H 1.5446 -1.7836 -0.7483 -0.120 0.027 -0.051
H 0.3891 -3.1186 -0.8279 0.061 0.212 -0.040
H -0.3967 -1.4853 0.8389 -0.033 0.046 -0.112
H -1.5191 -1.6371 -0.4956 0.128 0.001 0.069
H -0.5807 0.5280 -1.4956 -0.076 0.006 0.169
H -2.3438 1.7139 0.0731 0.103 -0.028 0.080
H -0.6474 0.0413 2.2039 -0.160 0.167 -0.073
H -1.0656 1.8078 2.4102 0.069 -0.099 -0.112
H 0.3879 2.2926 0.2495 -0.074 -0.260 0.007
O 2.6672 0.9619 -0.1730 0.038 0.037 -0.278
H 1.7986 0.5635 -0.0264 0.189 0.006 0.096
H 2.4689 1.6592 -0.8113 0.203 -0.124 0.103
```
Positions in Å, forces in eV/Å.

No. 6
The following is a quantum chemistry calculation of a single C6H12O molecule, from the OMol25 dataset.

Computed properties:
electronic energy	-311.0439	a.u.
frontier orbital gap	10.590	eV
net charge	0
energy relative to the best compared isomer or geometry (same formula, charge and spin)	40.39	kJ/mol
molar mass	100.161	g mol⁻¹
HOMO	-0.3489	hartree
lowest unoccupied orbital energy	1.095	eV

```
19
Properties=species:S:1:pos:R:3:forces:R:3
C 1.4678 -0.5113 1.1161 0.130 0.000 -0.003
C -0.0365 -0.7555 1.0224 -0.036 -0.033 0.077
C -0.8098 0.5083 1.3773 0.043 -0.064 0.442
O -0.9097 1.2576 0.1819 0.119 0.198 0.065
C -0.8486 0.3912 -0.9565 0.013 -0.077 -0.204
C 0.1479 0.9933 -1.9381 0.067 0.008 -0.042
C -0.4900 -1.0159 -0.4198 -0.022 0.006 -0.056
H 1.7703 -0.2362 2.1304 -0.077 -0.047 -0.042
H 1.7750 0.3033 0.4528 -0.043 -0.109 0.077
H 2.0242 -1.4085 0.8362 0.004 0.048 -0.036
H -0.3163 -1.5600 1.7068 0.015 -0.080 -0.137
H -1.8094 0.3294 1.7894 -0.056 -0.297 -0.134
H -0.2606 1.0475 2.1624 -0.122 0.328 -0.418
H -1.8366 0.3612 -1.4413 0.104 0.050 0.178
H -0.1829 1.9852 -2.2612 0.003 -0.125 0.097
H 0.2634 0.3716 -2.8309 -0.065 -0.008 0.100
H 1.1264 1.1056 -1.4630 -0.089 -0.039 -0.080
H 0.2915 -1.4933 -1.0213 -0.092 0.090 0.093
H -1.3662 -1.6734 -0.4436 0.105 0.152 0.022
```
Positions in Å, forces in eV/Å.